(1)
Below is a single C3H10NO molecule in a non-equilibrium geometry, with properties calculated with ωB97M-V/def2-TZVPD.

E, a.u.: -250.1120
2S+1: 2
Net charge: 0
HOMO-LUMO gap (spin up / spin down), eV: 4.14 / 11.41
F_max, hartree/bohr: 0.079
ΔE to the lowest compared entry with this formula, charge and spin, kJ/mol: 275.13

Last column: natural (NBO) charge in e.
Cartesian coordinates (Å):
O (-0.4157, -2.1755, -0.5517)  -0.7457
C (-0.2931, -1.5415, 0.7030)  -0.1701
C (0.6009, -0.3949, 0.5687)  -0.2604
N (-0.2546, 0.6373, -0.4052)  -0.8350
C (0.3274, 2.0459, -0.5425)  -0.5068
H (-1.2639, -2.7863, -0.4520)  0.4698
H (0.3836, -2.2630, 1.3049)  0.1698
H (-1.1937, -1.2216, 1.2652)  0.1918
H (0.8490, 0.3276, 1.3266)  0.2226
H (1.5477, -0.7454, 0.0395)  0.2265
H (-0.4226, 0.3787, -1.3822)  0.3442
H (-1.2573, 0.6022, -0.1832)  0.2478
H (0.3632, 2.5113, 0.4423)  0.2046
H (1.3268, 1.9136, -0.9460)  0.2091
H (-0.2977, 2.7117, -1.1873)  0.2318

***

(2)
Below is 2 unconnected molecules or ions with the total composition C3H10NO in a non-equilibrium geometry, with properties calculated with ωB97M-V/def2-TZVPD.

E, a.u.: -250.2103
2S+1: 2
Net charge: 0
HOMO-LUMO gap (spin up / spin down), eV: 9.21 / 9.54
F_max, hartree/bohr: 0.035
ΔE to the lowest compared entry with this formula, charge and spin, kJ/mol: 17.04

Last column: natural (NBO) charge in e.
Cartesian coordinates (Å):
C (0.7561, 0.4109, 0.7993)  -0.1554
O (-0.4604, -0.0155, 0.0634)  -0.7312
C (1.9112, 0.5310, -0.0973)  -0.1022
C (2.5682, -0.6721, -0.6673)  -0.6851
N (-3.8831, -0.0552, 0.0005)  -1.0866
H (0.5307, 1.3098, 1.3773)  0.1761
H (0.7362, -0.4030, 1.5267)  0.1863
H (-0.3881, 0.3171, -0.8477)  0.4616
H (2.2446, 1.5297, -0.3237)  0.1801
H (2.6346, -0.6056, -1.7619)  0.2216
H (2.0482, -1.6053, -0.4496)  0.2227
H (3.5829, -0.7775, -0.2767)  0.2249
H (-3.7590, -0.1326, 0.9921)  0.3660
H (-3.3244, -0.7914, -0.4044)  0.3606
H (-4.8140, -0.0900, -0.3735)  0.3606

***

(3)
Below is 2 unconnected molecules or ions with the total composition C3H10NO in a non-equilibrium geometry, with properties calculated with ωB97M-V/def2-TZVPD.

E, a.u.: -250.0110
Net charge: +1
HOMO-LUMO gap, eV: 11.78
F_max, hartree/bohr: 0.038
ΔE to the lowest compared entry with this formula, charge and spin, kJ/mol: 112.42

Last column: natural (NBO) charge in e.
Cartesian coordinates (Å):
C (1.6033, -0.7980, -0.1328)  -0.0728
C (2.6419, -0.3273, 0.5314)  -0.3348
N (0.3206, -0.9278, 0.5276)  -0.7304
H (1.5368, -1.1298, -1.1686)  0.2328
H (3.6275, -0.2692, 0.0683)  0.2553
H (2.4900, 0.0246, 1.5635)  0.2156
H (0.4184, -0.8070, 1.5398)  0.4307
H (-0.3695, -0.1596, 0.1518)  0.4752
H (-0.2024, -1.7991, 0.4207)  0.4353
C (-2.6224, 0.9488, -0.3697)  -0.2591
O (-1.2023, 0.9410, -0.5149)  -0.7533
H (-3.1100, 0.9033, -1.3564)  0.2039
H (-2.9082, 0.0843, 0.2516)  0.1868
H (-2.9010, 1.8967, 0.1621)  0.2042
H (-0.9444, 1.2818, -1.3797)  0.5107

***

(4)
Below is 2 unconnected molecules or ions with the total composition C3H10NO in a non-equilibrium geometry, with properties calculated with ωB97M-V/def2-TZVPD.

E, a.u.: -249.9683
Net charge: +1
HOMO-LUMO gap, eV: 11.70
F_max, hartree/bohr: 0.094
ΔE to the lowest compared entry with this formula, charge and spin, kJ/mol: 224.41

Last column: natural (NBO) charge in e.
Cartesian coordinates (Å):
C (-0.0689, -2.1752, 1.4140)  -0.2714
O (0.1145, -0.7228, 1.5852)  -0.8120
H (-1.1527, -2.4830, 1.3634)  0.1991
H (0.5204, -2.4358, 0.5528)  0.1962
H (0.3440, -2.7421, 2.3479)  0.2182
H (0.3811, -0.3013, 2.4165)  0.5251
C (0.1323, 1.5225, -0.9572)  -0.0851
C (1.0352, 1.3220, -1.8796)  -0.3322
N (-0.9674, 0.5125, -0.5760)  -0.7340
H (-0.0666, 2.5793, -0.6499)  0.2451
H (1.8250, 2.0102, -1.9718)  0.2471
H (0.8588, 0.5493, -2.6892)  0.2265
H (-1.6063, 1.0297, -0.0714)  0.4301
H (-1.4224, 0.1285, -1.4731)  0.4501
H (-0.4164, -0.1555, 0.0620)  0.4973

***

(5)
Below is 2 unconnected molecules or ions with the total composition C3H10NO in a non-equilibrium geometry, with properties calculated with ωB97M-V/def2-TZVPD.

E, a.u.: -249.9807
Net charge: +1
HOMO-LUMO gap, eV: 10.97
F_max, hartree/bohr: 0.090
ΔE to the lowest compared entry with this formula, charge and spin, kJ/mol: 192.01

Last column: natural (NBO) charge in e.
Cartesian coordinates (Å):
C (1.6154, -1.7584, -0.1709)  -0.6852
C (1.2544, -0.4898, 0.5337)  -0.1139
C (-0.0352, -0.0356, 0.7501)  -0.1099
N (-0.1236, 1.2817, 1.6286)  -0.6997
H (2.7500, -1.9673, 0.1095)  0.2590
H (0.9738, -2.5509, 0.3630)  0.2517
H (1.3622, -1.7583, -1.2573)  0.2682
H (2.0882, 0.3036, 0.6814)  0.2206
H (-1.0252, -0.3357, 0.2732)  0.2739
H (0.7112, 1.7792, 1.5779)  0.4370
H (-0.8728, 1.9867, 1.3516)  0.4496
H (-0.4464, 0.9477, 2.5202)  0.4480
H (-3.3103, 0.3543, -2.9761)  0.4809
H (-2.1657, 1.3250, -2.9946)  0.4702
O (-2.7761, 0.9179, -2.3904)  -0.9503

***

(6)
Below is 2 unconnected molecules or ions with the total composition C3H10NO in a non-equilibrium geometry, with properties calculated with ωB97M-V/def2-TZVPD.

E, a.u.: -250.0130
Net charge: +1
HOMO-LUMO gap, eV: 11.14
F_max, hartree/bohr: 0.068
ΔE to the lowest compared entry with this formula, charge and spin, kJ/mol: 107.06

Last column: natural (NBO) charge in e.
Cartesian coordinates (Å):
C (1.5389, -0.5789, 1.0516)  -0.6358
C (0.1743, 0.0005, 1.1237)  -0.2450
C (0.6099, 1.4506, -0.8125)  0.1004
N (-0.0598, 0.5524, -0.1814)  -0.3946
H (2.3272, 0.1555, 0.9598)  0.2196
H (1.6927, -1.2202, 0.1946)  0.2319
H (1.7847, -1.1416, 1.9639)  0.2584
H (-0.0309, 0.8099, 1.7679)  0.2372
H (-0.6759, -0.7144, 1.2798)  0.2440
H (1.5701, 1.7347, -0.3418)  0.2294
H (0.1341, 1.9106, -1.7663)  0.2599
H (-0.7431, 0.0347, -0.7674)  0.4748
H (-2.6698, -1.6143, -1.9274)  0.5021
H (-3.2812, -0.5052, -1.1872)  0.4958
O (-2.3711, -0.8742, -1.3571)  -0.9780

***

(7)
Below is 2 unconnected molecules or ions with the total composition C3H10NO in a non-equilibrium geometry, with properties calculated with ωB97M-V/def2-TZVPD.

E, a.u.: -250.0035
Net charge: +1
HOMO-LUMO gap, eV: 10.33
F_max, hartree/bohr: 0.040
ΔE to the lowest compared entry with this formula, charge and spin, kJ/mol: 132.20

Last column: natural (NBO) charge in e.
Cartesian coordinates (Å):
C (-1.6179, 0.3758, -0.7521)  -0.6850
C (-0.3249, 0.9272, -0.1863)  0.1650
C (-0.0992, 1.9468, 0.6363)  -0.3887
N (0.7831, 0.0004, -0.5233)  -0.7284
H (-1.4423, -0.3254, -1.5637)  0.2240
H (-2.1204, -0.2781, -0.0093)  0.2526
H (-2.3732, 1.1026, -1.0204)  0.2683
H (0.8539, 2.4880, 0.6001)  0.2193
H (-0.7023, 2.1810, 1.5201)  0.2583
H (0.7681, -0.8979, 0.0615)  0.4789
H (1.6734, 0.4619, -0.3218)  0.4391
H (0.7260, -0.3795, -1.4720)  0.4284
H (2.0702, -2.3690, 0.9852)  0.5052
H (0.6794, -3.0404, 1.0984)  0.5193
O (1.1261, -2.1935, 0.9472)  -0.9563

***

(8)
Below is 2 unconnected molecules or ions with the total composition C3H10NO in a non-equilibrium geometry, with properties calculated with ωB97M-V/def2-TZVPD.

E, a.u.: -250.0131
Net charge: +1
HOMO-LUMO gap, eV: 11.02
F_max, hartree/bohr: 0.096
ΔE to the lowest compared entry with this formula, charge and spin, kJ/mol: 106.94

Last column: natural (NBO) charge in e.
Cartesian coordinates (Å):
C (0.3178, 1.8600, 2.0666)  -0.4058
N (1.1156, 0.9700, 1.1042)  -0.6937
H (-0.8827, 1.6451, 1.8158)  0.2469
H (0.4537, 1.4572, 3.0799)  0.2436
H (0.6843, 2.8015, 1.8411)  0.2285
H (1.5804, 1.5603, 0.4416)  0.4309
H (0.4760, 0.3528, 0.5656)  0.4701
H (1.9315, 0.4988, 1.4625)  0.4333
O (-0.0842, -0.1302, -1.0790)  -0.5948
C (-0.7321, -1.1559, -1.0251)  0.4820
C (-0.9246, -1.9638, -2.3082)  -0.7283
H (-1.1181, -1.5836, -0.0258)  0.1289
H (-0.1360, -2.6486, -2.4529)  0.2589
H (-0.8021, -1.1816, -3.1039)  0.2507
H (-1.8796, -2.4820, -2.3824)  0.2487

***

(9)
Below is 2 unconnected molecules or ions with the total composition C3H10NO in a non-equilibrium geometry, with properties calculated with ωB97M-V/def2-TZVPD.

E, a.u.: -250.0056
Net charge: +1
HOMO-LUMO gap, eV: 11.85
F_max, hartree/bohr: 0.027
ΔE to the lowest compared entry with this formula, charge and spin, kJ/mol: 126.64

Last column: natural (NBO) charge in e.
Cartesian coordinates (Å):
C (-2.1096, -1.5048, -0.8697)  -0.2693
O (-1.3536, -1.2955, 0.3198)  -0.7655
H (-2.7019, -0.6083, -1.0262)  0.1939
H (-2.8508, -2.2914, -0.7065)  0.2028
H (-1.5285, -1.8035, -1.7383)  0.1849
H (-0.9937, -2.1050, 0.6940)  0.5034
C (1.6820, 0.6155, 0.1244)  -0.0650
C (2.5215, 1.4384, 0.7240)  -0.3241
N (0.2322, 0.9715, 0.2541)  -0.7192
H (1.8044, -0.2230, -0.5376)  0.2400
H (3.5798, 1.2474, 0.7803)  0.2524
H (2.1671, 2.3490, 1.1912)  0.2165
H (-0.1302, 1.5994, -0.4642)  0.4316
H (0.0871, 1.4516, 1.1395)  0.4407
H (-0.4057, 0.1588, 0.1153)  0.4769

***

(10)
Below is 2 unconnected molecules or ions with the total composition C3H10NO2 in a non-equilibrium geometry, with properties calculated with ωB97M-V/def2-TZVPD.

E, a.u.: -325.4998
Net charge: -1
HOMO-LUMO gap, eV: 7.75
F_max, hartree/bohr: 0.082
ΔE to the lowest compared entry with this formula, charge and spin, kJ/mol: 144.13

Last column: natural (NBO) charge in e.
Cartesian coordinates (Å):
C (0.0238, 0.9005, -1.1271)  0.0492
O (-0.5153, 1.6246, -0.2178)  -0.8779
C (0.0809, -0.7331, -0.6931)  -0.0814
C (1.3746, -0.8317, 0.1533)  -0.6347
N (-1.1312, -1.2938, -0.0556)  -0.8588
H (1.2415, 1.2772, -1.3435)  0.0319
H (-0.4999, 0.7849, -2.1476)  0.0659
H (0.0797, -1.3030, -1.6024)  0.1501
H (1.4245, -1.8311, 0.5070)  0.1857
H (2.2064, -0.4949, -0.4496)  0.2029
H (1.3279, -0.3335, 1.1205)  0.2118
H (-1.3600, -0.9756, 0.8578)  0.3737
H (-1.9136, -0.6900, -0.5935)  0.3386
H (-0.9779, 1.2492, 1.0093)  0.5009
H (-0.2538, 1.5004, 2.4329)  0.4358
O (-1.1077, 1.1500, 2.1495)  -1.0938